(1)
C8H13BN2Ti as an isolated structure at a distorted geometry, computed with ωB97M-V/def2-TZVPD.

```
25
Properties=species:S:1:pos:R:3:forces:R:3:lowdin_charge:R:1
C -0.49201 0.84477 -2.36888 -0.003 0.767 1.224 -0.18
C 0.91597 0.90712 -2.05701 -0.522 0.578 0.831 -0.15
C 1.08515 1.68756 -0.86328 -1.117 -0.291 -0.647 -0.11
C -0.21349 2.09813 -0.40687 0.201 -0.887 -1.613 -0.11
C -1.19583 1.58851 -1.34185 1.507 0.638 -0.563 -0.20
Ti -0.53865 -0.37383 -0.43783 -5.957 3.489 1.177 0.78
N -2.47101 -0.57846 -0.44905 4.682 -0.875 0.229 -0.19
C 0.19745 -2.16951 -0.99928 0.696 -1.042 -0.165 -0.20
C 1.46012 -1.69126 -1.08062 1.086 -3.405 -0.906 -0.04
H 2.03244 2.00008 -0.43604 -0.217 -0.364 0.091 0.11
H 1.71944 0.50267 -2.66252 -0.193 0.137 0.118 0.10
H -0.41157 2.75188 0.43572 -0.026 -0.390 -0.028 0.12
H -2.26271 1.73910 -1.27390 0.211 -0.108 -0.047 0.10
H -0.94107 0.35043 -3.22212 0.006 0.133 0.158 0.11
H 1.97011 -1.67215 -2.05000 -0.607 0.849 0.191 0.09
H -0.22668 -2.44122 0.01916 0.298 -0.311 -1.281 0.11
H -2.98049 -1.48300 -0.35924 0.410 0.651 0.065 -0.07
H 2.17427 -2.02387 -0.32512 -0.296 1.101 0.570 0.10
H -0.46377 -2.07126 -1.90547 0.184 -0.352 0.965 0.11
B 0.07148 0.09438 4.14891 -0.085 -0.165 0.907 -0.41
C 0.20368 -0.12750 2.64603 -0.004 0.393 -1.155 -0.18
N 0.27221 -0.25882 1.48815 -0.401 -0.430 0.072 0.05
H 1.03045 -0.48069 4.63035 -0.092 0.085 0.068 0.01
H -0.97062 -0.47404 4.43340 0.164 0.079 0.037 0.02
H 0.03515 1.28097 4.43735 0.078 -0.279 -0.297 0.02
```
Positions in Å, forces in eV/Å.

Values from the calculation:
Largest force on an atom ... 0.136 hartree/bohr
Total charge ... 0
Frontier orbital gap (alpha / beta) ... 6.62 / 6.60 eV
LUMO (alpha / beta) ... -1.778 / -1.779 eV

---

(2)
C14H28N2O4Ru as an isolated structure at a distorted geometry, computed with ωB97M-V/def2-TZVPD.

```
49
Properties=species:S:1:pos:R:3:forces:R:3:lowdin_charge:R:1
Ru -0.66532 0.55250 -0.06173 0.149 -0.346 -0.191 1.37
C -1.51654 -0.39673 2.54759 0.018 0.060 0.004 -0.09
C -0.53142 0.71154 2.82857 -0.011 0.010 0.005 -0.06
O 0.35305 0.80008 1.64782 -0.023 -0.033 0.027 -0.28
C 1.17934 2.02419 1.60341 0.004 0.013 -0.001 -0.06
C 1.74748 2.11573 0.20781 -0.002 0.020 0.029 -0.09
O 0.66640 2.00679 -0.77459 0.018 -0.014 -0.094 -0.26
C -0.03229 3.29786 -1.00601 -0.013 -0.002 0.064 -0.06
C -1.51090 3.02557 -1.07322 0.004 0.018 -0.014 -0.07
O -1.82744 2.19323 0.10063 -0.002 0.001 0.006 -0.26
C -3.20736 1.67125 0.11044 -0.042 -0.015 -0.033 -0.08
C -3.29762 0.77556 1.31403 0.066 0.044 0.015 -0.06
O -2.15138 -0.16587 1.25029 -0.104 -0.132 -0.085 -0.27
H -2.27855 -0.44703 3.32644 -0.001 -0.026 -0.002 0.17
H -1.03672 -1.37297 2.48073 0.007 0.002 0.003 0.14
H 0.08628 0.49281 3.70054 0.002 0.003 0.001 0.17
H -1.01678 1.68057 2.95763 0.003 0.002 0.001 0.15
H 1.96728 1.92868 2.35179 -0.005 0.005 0.007 0.17
H 0.54058 2.87283 1.85479 -0.007 -0.004 -0.004 0.15
H 2.43733 1.30263 -0.01124 -0.009 -0.007 -0.001 0.13
H 2.27911 3.05751 0.06581 0.013 -0.009 -0.013 0.17
H 0.33896 3.72430 -1.93718 -0.001 -0.007 -0.004 0.17
H 0.20175 3.96571 -0.17808 0.015 0.006 -0.009 0.15
H -1.80861 2.48260 -1.97622 0.003 -0.009 0.003 0.15
H -2.08283 3.95325 -1.01147 -0.007 -0.004 -0.005 0.18
H -3.37786 1.13172 -0.82830 -0.003 0.013 -0.008 0.15
H -3.90660 2.50778 0.16014 0.014 0.008 0.078 0.18
H -4.21782 0.19233 1.31353 0.000 -0.001 -0.001 0.17
H -3.22406 1.35039 2.23642 -0.012 -0.012 0.008 0.15
C 1.51204 -1.03603 -2.04057 0.010 -0.121 -0.181 -0.02
C 2.13194 -2.44661 -2.50743 -0.164 0.198 0.055 0.01
N 1.65321 -3.42984 -1.54228 -0.240 1.060 0.381 -0.08
C 0.42311 -3.83981 -1.61120 0.840 -2.152 -0.856 0.17
C -0.34930 -1.89648 -0.79867 -1.406 2.671 1.167 0.04
N 0.82007 -1.23398 -0.74454 0.897 -0.642 -0.217 -0.21
C 1.78532 -1.76179 0.24376 0.087 -0.341 0.007 -0.03
C 2.27174 -3.22751 -0.24153 -0.159 0.239 0.074 0.02
H 0.81651 -0.67289 -2.79481 -0.035 0.031 0.048 0.15
H 2.33146 -0.33358 -1.91667 -0.100 0.111 0.038 0.14
H 3.21545 -2.37730 -2.45780 0.020 -0.199 -0.100 0.16
H 1.80633 -2.69479 -3.51589 0.010 0.012 -0.006 0.16
H 0.05830 -4.53231 -0.85348 -0.128 0.326 0.234 0.17
H -0.05040 -3.88557 -2.59127 -0.139 0.333 0.054 0.17
H -0.79105 -2.24395 0.13279 0.267 -0.558 -0.089 0.13
H -1.05037 -1.66588 -1.60021 0.283 -0.517 -0.393 0.15
H 1.33247 -1.85566 1.22778 -0.038 0.110 -0.008 0.14
H 2.65885 -1.11795 0.28094 -0.106 0.142 0.065 0.14
H 1.96248 -3.99505 0.46441 0.020 -0.017 -0.009 0.16
H 3.35438 -3.18781 -0.33366 0.009 -0.274 -0.051 0.16
```
Positions in Å, forces in eV/Å.

Values from the calculation:
Largest force on an atom ... 0.063 hartree/bohr
Total charge ... +4
Frontier orbital gap (alpha / beta) ... 6.86 / 6.86 eV
LUMO (alpha / beta) ... -16.052 / -16.053 eV

---

(3)
An isolated ion of composition C8H8ClN4O and charge +1 at a distorted geometry, computed with ωB97M-V/def2-TZVPD.

```
22
Properties=species:S:1:pos:R:3:forces:R:3:lowdin_charge:R:1
C -1.23011 -2.78171 0.83809 0.826 0.232 -5.165 -0.01
C -1.21770 -1.84807 1.84368 0.509 -3.105 4.862 -0.13
C -0.84636 -2.41737 -0.47856 -1.151 -2.149 1.028 -0.65
C -0.22993 -0.04380 -0.43448 0.271 -0.951 -3.053 0.06
C -1.13711 3.00848 -0.94343 -1.840 -2.258 -0.370 -0.06
C 0.08363 2.45401 -0.32533 -1.052 -1.388 -0.037 -0.07
C 2.70354 0.08843 -0.10085 -1.599 -0.213 1.576 -0.21
C 0.53993 1.17240 -0.27863 0.675 -0.227 0.124 -0.28
N -0.52018 -1.15473 -0.77247 1.177 3.037 1.423 0.17
N -1.19520 0.46323 1.45921 -1.007 1.894 1.190 0.31
N 1.82908 0.94189 0.24978 0.852 0.404 -0.075 0.10
N -1.12262 -0.58813 1.82451 -0.899 1.008 -1.549 0.00
O 2.44891 -0.92842 -0.95419 -0.649 1.190 0.243 0.08
Cl -0.73282 -3.57322 -1.81195 -0.270 0.861 0.975 0.69
H -1.50099 -3.84010 0.90066 0.145 0.522 0.790 0.13
H -1.11609 -2.18904 2.88591 -0.161 -0.234 -0.519 0.15
H -0.63539 3.66867 -1.71166 -1.501 -0.545 0.231 0.12
H -1.79320 2.07322 -1.30878 1.437 2.356 -0.062 0.12
H 0.70917 3.21169 0.03459 1.457 0.655 0.515 0.11
H 3.57323 0.02116 0.57988 0.014 0.066 -0.990 0.15
H -1.88387 3.54954 -0.27840 1.509 -0.189 -0.597 0.11
H 3.27409 -1.28812 -1.21757 1.258 -0.967 -0.539 0.10
```
Positions in Å, forces in eV/Å.

Values from the calculation:
Largest force on an atom ... 0.113 hartree/bohr
Total charge ... +1
Frontier orbital gap ... 7.13 eV
LUMO ... -5.011 eV

---

(4)
One molecule with the formula C20H15F3N4O at a distorted geometry, computed with ωB97M-V/def2-TZVPD.

```
43
Properties=species:S:1:pos:R:3:forces:R:3:lowdin_charge:R:1
C 1.41337 -0.96752 -4.28399 0.110 1.097 -2.078 -0.06
C 2.22234 -0.51819 -3.10382 -1.411 2.326 -0.789 -0.43
C 1.38516 0.69484 -2.53066 2.538 -1.403 2.174 -0.21
N 1.61629 1.93920 -2.80111 -1.804 0.133 -1.387 0.08
N 0.61969 2.65719 -2.23692 -0.849 2.086 1.480 0.05
C -0.06820 1.91078 -1.34119 1.805 1.766 -2.065 -0.29
C -1.14410 2.16038 -0.44191 -1.048 -0.529 2.579 0.05
C -1.48037 1.13455 0.45438 0.046 1.011 -1.141 -0.02
C -0.67375 -0.02590 0.51040 1.746 -2.092 -0.879 -0.13
C -0.86931 -1.07777 1.53249 -0.926 -1.158 0.809 -0.10
O -0.27247 -2.32684 1.40732 -0.089 -0.336 0.374 0.06
C -0.63448 -3.02630 2.54352 0.209 0.056 0.235 -0.12
N -1.36133 -2.31562 3.33506 -0.317 -2.699 0.515 0.15
C -1.61694 -1.18449 2.69673 2.421 2.601 -1.663 -0.23
C -2.22689 -0.07480 3.35849 1.241 1.878 0.297 -0.14
C -3.44438 -0.23494 3.91781 -3.169 3.460 0.292 0.09
C -4.18608 0.93839 4.23059 0.851 -0.544 1.060 -0.18
F -5.38861 0.97771 4.81455 -0.389 -1.118 -0.356 0.10
C -3.61669 2.18265 4.14696 -3.035 1.630 0.824 -0.19
F -4.44727 3.26475 4.46860 1.461 -1.402 -0.490 0.05
C -2.34630 2.37058 3.80053 3.091 -0.434 -1.405 0.07
C -1.62873 1.21109 3.44214 0.418 0.228 0.421 -0.17
F -0.27346 1.36256 3.20903 -1.554 -0.234 -0.182 0.06
C 0.34117 -0.27058 -0.41092 -2.690 2.357 -0.428 0.10
N 0.49947 0.69373 -1.45246 -0.058 -4.703 1.514 0.07
C 3.61594 -0.15417 -3.68263 -0.185 0.115 0.976 -0.14
C 4.17306 -1.39311 -3.01891 1.445 -0.731 2.311 -0.16
C 2.85640 -1.59086 -2.19289 -0.186 0.584 -0.834 -0.11
H 0.33524 -1.04572 -4.03624 0.604 -0.531 -0.513 0.09
H 1.93683 -1.85567 -4.66642 -0.864 -0.204 -0.125 0.09
H 1.57936 -0.14765 -5.14172 -0.823 -1.706 1.884 0.14
H -1.62233 3.14762 -0.19390 0.632 -1.014 -1.249 0.14
H -2.34568 1.11111 1.13535 0.540 0.789 -0.586 0.12
H -0.34709 -4.07865 2.80964 0.146 1.386 -1.096 0.16
H -4.04022 -1.08376 3.86306 -0.416 -1.888 0.075 0.12
H -1.88897 3.35569 3.67068 -0.145 -0.405 0.372 0.15
H 0.83308 -1.19702 -0.38287 0.915 -0.739 -0.417 0.10
H 3.95870 0.79433 -3.28892 0.427 0.028 0.121 0.11
H 3.77993 -0.17805 -4.72929 -0.533 0.341 -1.159 0.10
H 4.96124 -1.09236 -2.31260 0.256 -0.535 -0.417 0.10
H 4.52996 -2.30133 -3.60627 -0.698 1.402 0.527 0.13
H 2.77291 -1.16125 -1.18448 0.903 -0.822 -0.034 0.10
H 2.49354 -2.60463 -2.30720 -0.618 -0.046 0.454 0.11
```
Positions in Å, forces in eV/Å.

Values from the calculation:
Largest force on an atom ... 0.096 hartree/bohr
Total charge ... 0
Frontier orbital gap ... 7.83 eV
LUMO ... -0.424 eV

---

(5)
A 2-piece molecular cluster, C5H13NO overall at a distorted geometry, computed with ωB97M-V/def2-TZVPD.

```
20
Properties=species:S:1:pos:R:3:forces:R:3:lowdin_charge:R:1
C -1.30468 0.62471 -1.90124 2.341 -3.000 0.853 0.05
C -0.27583 -0.02799 -1.26177 -1.630 -0.449 -2.540 -0.40
N 0.18746 -1.27119 -1.73308 -4.801 3.063 -0.542 0.12
C 0.41488 0.44971 -0.07910 0.348 -0.608 2.787 -0.16
C 0.47296 -0.65303 1.08002 -1.765 -0.299 0.522 -0.20
C 1.73369 -1.48128 1.57371 -4.236 1.324 3.405 -0.08
H -1.65698 1.50626 -1.57055 -0.910 2.954 1.528 -0.01
H -1.92076 0.24380 -2.67560 0.094 -0.763 -0.891 0.04
H 1.01558 -1.62530 -1.50633 3.742 -1.769 0.986 0.03
H -0.42823 -1.65660 -2.41152 0.368 -0.674 -0.485 0.09
H -0.06253 1.29443 0.42423 0.050 0.048 -0.675 0.08
H 1.40557 0.72310 -0.30923 1.428 0.556 -0.434 0.10
H -0.26446 -1.41984 0.77360 0.247 0.394 0.069 0.09
H -0.06311 -0.15457 1.94124 0.971 -0.619 -0.575 0.10
H 2.47180 -1.47064 0.89988 3.592 0.853 -1.841 0.01
H 1.46101 -2.50565 1.56817 -0.631 -1.139 0.023 0.04
H 1.85476 -1.27905 2.70754 0.845 0.079 -2.165 0.11
O -1.74488 3.20742 0.99993 -1.280 0.352 1.397 -0.05
H -2.21523 2.37232 1.13497 0.461 0.214 -0.418 0.04
H -1.08104 3.12341 0.34512 0.765 -0.515 -1.003 -0.01
```
Positions in Å, forces in eV/Å.

Values from the calculation:
Largest force on an atom ... 0.111 hartree/bohr
Total charge ... 0
Frontier orbital gap ... 8.99 eV
LUMO ... 0.879 eV

---

(6)
C28H36F3N3O11Si2 as an isolated structure at a distorted geometry, computed with ωB97M-V/def2-TZVPD.

```
83
Properties=species:S:1:pos:R:3:forces:R:3:lowdin_charge:R:1
C 2.08703 -6.64238 1.22904 0.335 0.686 0.902 -0.08
C 1.82781 -5.16781 0.62052 0.733 -1.445 0.620 -0.25
O 1.79559 -4.26723 1.76798 -0.259 0.697 -1.601 -0.21
C 1.65942 -2.88883 1.31662 0.059 0.335 0.402 -0.26
C 3.02920 -2.04373 1.54524 -0.194 -1.453 -0.809 -0.21
Si 2.89601 -0.30499 0.76833 -0.736 0.807 2.550 0.57
C 4.42706 0.81718 0.99319 0.947 0.913 -0.614 -0.19
C 5.82334 0.20683 0.49600 0.513 -0.025 0.631 -0.27
O 6.04076 -1.17932 0.89906 -0.518 1.029 -0.982 -0.06
C 6.12549 0.41260 -1.06590 1.544 1.384 -0.499 -0.34
F 6.95031 -0.62152 -1.61331 -2.551 2.289 1.033 0.07
F 4.99134 0.65700 -1.86426 2.538 -1.062 1.488 0.07
F 6.93344 1.59906 -1.16968 -1.835 -2.395 -0.068 0.04
O 1.58150 0.50580 1.61932 -0.025 -1.011 -2.506 -0.42
Si 0.12537 0.50091 0.68042 1.266 0.656 1.373 0.60
C 0.27885 1.57414 -0.91371 -1.401 1.149 0.062 -0.27
O 0.60374 0.78402 -2.10539 -1.303 -1.446 0.188 -0.15
C -0.45532 -0.12044 -2.41823 -3.576 0.320 -1.229 -0.43
C -0.21413 -1.69467 -2.32687 1.210 0.621 -0.939 -0.02
O -1.58862 0.26784 -2.81332 4.508 -0.863 1.753 0.05
H 1.10473 -7.20514 1.36468 1.701 0.696 -0.593 0.03
H 2.88940 -7.23082 0.66517 -1.411 0.759 0.538 0.08
H 2.50966 -6.48791 2.29334 -0.594 -0.149 -1.665 0.09
H 0.83212 -5.19874 0.05343 1.374 0.422 0.704 0.12
H 2.71558 -4.86490 -0.05603 -1.484 -0.432 0.796 0.12
H 0.81585 -2.38588 1.92185 1.211 -0.884 -1.002 0.12
H 1.37059 -2.95028 0.20322 0.398 0.600 1.602 0.10
H 3.83722 -2.63277 0.96837 -1.046 0.832 0.988 0.08
H 3.33452 -2.02408 2.64926 -0.527 0.000 -1.585 0.11
H 2.51896 -0.28235 -0.64397 -0.002 -0.306 -0.355 0.02
H 4.23321 1.76370 0.35491 0.254 -1.358 1.025 0.11
H 4.58075 1.19241 2.06893 -0.372 -0.775 -1.547 0.11
H 6.64776 0.79370 1.04981 -1.168 -0.990 -1.184 0.17
H 5.72195 -1.79031 0.20256 0.242 0.572 0.508 0.09
H -0.25305 -0.89992 0.40187 0.068 0.072 -0.332 -0.01
H -0.93363 1.03986 1.56717 0.131 0.142 -0.154 -0.02
H 0.99808 2.46454 -0.76217 -0.913 -1.601 -0.609 0.11
H -0.77090 2.02517 -1.10573 1.592 -0.442 0.369 0.10
H 0.85055 -1.86305 -1.95493 -1.540 -0.043 -0.325 0.07
H -0.27547 -2.09199 -3.40620 0.093 0.656 1.606 0.10
H -1.00233 -2.25474 -1.72984 1.042 1.137 -0.587 0.10
C 1.60479 6.04847 -5.71793 -0.031 -0.010 0.026 -0.07
C 2.09435 6.20645 -4.42474 -0.231 -0.079 -0.072 -0.06
C 1.28395 5.91563 -3.33303 0.066 0.002 0.094 0.00
C -0.01596 5.46220 -3.54890 0.481 0.182 -0.666 -0.14
C -0.51465 5.30908 -4.84070 -0.116 -0.048 -0.050 0.00
C 0.30213 5.60503 -5.92641 0.138 0.045 0.230 -0.06
N -0.86462 5.13064 -2.40318 -0.142 -0.075 0.383 -0.33
O -0.40185 5.29412 -1.28387 -0.251 -0.137 -0.492 0.07
O -1.98865 4.70422 -2.62992 0.674 0.039 -0.106 0.05
H 2.24235 6.27121 -6.56805 -0.078 -0.019 0.102 0.11
H 3.11003 6.55382 -4.26816 -0.134 -0.042 0.031 0.11
H 1.67707 6.04277 -2.33058 -0.231 -0.084 -0.067 0.12
H -1.52661 4.96129 -5.01635 0.125 0.018 0.228 0.12
H -0.07502 5.48653 -6.93648 -0.002 -0.001 0.143 0.11
C -3.52305 -9.32156 5.13107 0.019 0.010 -0.023 -0.07
C -3.13999 -7.99573 5.31057 0.051 -0.166 -0.199 -0.07
C -2.36702 -7.35749 4.34681 0.009 0.106 0.029 0.00
C -1.98667 -8.05683 3.20321 -0.446 -0.405 0.602 -0.14
C -2.36038 -9.38646 3.02092 0.008 -0.080 -0.082 0.00
C -3.13108 -10.01750 3.99134 0.046 0.255 0.074 -0.07
N -1.19390 -7.38118 2.17392 0.138 0.317 -0.285 -0.34
O -0.86859 -6.22112 2.37580 -0.219 -0.560 -0.144 0.08
O -0.90534 -8.01545 1.16726 -0.247 0.247 0.443 0.06
H -4.13126 -9.81493 5.88308 0.079 0.056 -0.085 0.11
H -3.44711 -7.45853 6.20159 0.067 -0.026 -0.123 0.11
H -2.07507 -6.32431 4.49833 0.057 -0.148 -0.210 0.12
H -2.06406 -9.93853 2.13592 0.050 0.253 0.056 0.12
H -3.43009 -11.05166 3.85806 0.063 0.122 -0.027 0.11
C -4.32076 5.20328 0.53996 -0.041 0.087 0.020 -0.06
C -5.10796 5.80660 1.51662 0.095 0.084 -0.226 -0.07
C -5.54790 7.11488 1.34676 -0.069 0.019 0.087 -0.01
C -5.19650 7.80901 0.19079 0.264 -0.770 0.097 -0.15
C -4.40247 7.21331 -0.78720 -0.004 0.000 -0.013 0.01
C -3.96441 5.90522 -0.60789 -0.139 0.062 0.116 -0.06
N -5.67839 9.17848 -0.00411 -0.195 0.539 -0.045 -0.35
O -6.35704 9.67549 0.88314 0.315 -0.233 -0.401 0.07
O -5.37817 9.74559 -1.04434 -0.118 -0.258 0.465 0.07
H -3.98373 4.17970 0.67356 -0.018 0.120 -0.026 0.11
H -5.38130 5.25490 2.40998 0.007 0.112 -0.083 0.11
H -6.16053 7.57351 2.11477 0.071 0.109 -0.232 0.12
H -4.12097 7.74891 -1.68710 -0.157 0.083 0.190 0.12
H -3.34726 5.42998 -1.36529 -0.256 0.181 0.291 0.07
```
Positions in Å, forces in eV/Å.

Values from the calculation:
Largest force on an atom ... 0.096 hartree/bohr
Total charge ... 0
Frontier orbital gap ... 8.73 eV
LUMO ... -0.844 eV

---

> The lowest largest force on an atom belongs to which entry?

C14H28N2O4Ru

---

> Among the records above, which one has the lowest largest force on an atom?

C14H28N2O4Ru

---

> total charge of number 5 (C5H13NO)?

0